# 1
The following is a quantum chemistry calculation of C4H10O2Sc as an isolated structure, from the Open Molecules 2025 dataset.

## Properties
spin multiplicity: 2
molecular weight: 135.1 g mol⁻¹
<S²>: 0.751
energy: -29085.0147 eV
E_LUMO (spin up / spin down): -9.720 / -9.810 eV
charge: +2
frontier orbital gap (spin up / spin down): 0.2903 / 0.3425 Ha

Last column: Mulliken charge in e.
Atoms and positions in Å:
H: -0.3326 -1.4424 -1.7378  0.3964
C: 0.8373 -1.8175 1.1957  -0.6449
O: 0.7393 -0.4379 0.8738  -0.3432
C: -0.1679 -0.0251 -0.1386  0.6136
C: 0.3050 -0.5909 -1.4666  -1.2128
H: 0.9124 -1.8662 2.2865  0.3005
H: -0.0468 -2.3305 0.7928  0.3311
H: 1.7365 -2.2775 0.7664  0.3068
H: -1.2160 -0.3655 -0.1341  0.2702
H: 1.3372 -0.9615 -1.4510  0.3385
H: 0.2087 0.1939 -2.2275  0.3504
H: -1.8391 1.1429 -0.1325  0.2708
C: -1.1730 2.1919 -0.0858  -0.4323
O: 0.0274 1.5371 0.1346  -0.4456
Sc: 1.3350 1.3921 1.8677  1.3232
H: -1.3497 3.0642 0.5515  0.3197
H: -1.3136 2.5931 -1.0951  0.2576

Forces on the atoms, in the same order (eV/Å):
H 0.01 0.33 -0.02
C 0.11 -1.58 0.18
O -0.34 1.67 0.94
C 2.31 0.44 -1.34
C 0.22 0.73 -0.36
H -0.30 -0.33 -0.24
H 0.24 0.00 0.49
H -0.22 0.33 -0.07
H 0.11 0.74 1.57
H -0.14 0.41 0.08
H -0.02 -0.35 -0.11
H -0.23 4.28 0.83
C -3.94 -2.07 -1.89
O 2.11 -3.46 0.21
Sc -0.41 -0.20 -0.77
H -0.21 -0.78 0.59
H 0.70 -0.15 -0.09

---

# 2
The following is a quantum chemistry calculation of one molecule with the formula C4H10O2Si2, from the Open Molecules 2025 dataset.

## Properties
structure (SMILES): C=C(C)C(=O)[Si@@H](O)[SiH3]
molecular weight: 146.3 g mol⁻¹
energy: -24158.7876 eV
E_LUMO: -0.095 eV
charge: 0
frontier orbital gap: 0.3337 Ha
energy relative to the best compared isomer or geometry (same formula, charge and spin): 37.5 kcal per mole

Last column: Mulliken charge in e.
Atoms and positions in Å:
C: 1.8539 -1.5692 1.7903  -0.8817
C: 1.2343 -0.7383 0.9527  0.5258
C: 0.3863 -1.4133 -0.0500  0.5388
C: 1.3704 0.7708 0.9414  -1.0279
O: 0.3020 -2.6520 -0.0555  -0.5658
O: -1.4704 -1.8443 -2.0910  -0.4840
Si: -2.2102 1.0167 -1.3789  0.3152
Si: -0.4774 -0.5604 -1.5922  0.2867
H: 2.5932 -1.2886 2.6035  0.2772
H: 1.7794 -2.6321 1.6111  0.2923
H: 0.5814 1.2735 1.4178  0.2905
H: 2.3467 1.2429 1.4730  0.2824
H: 1.4211 1.0338 -0.1232  0.2489
H: -1.2113 -2.7319 -2.3843  0.3015
H: -3.5336 0.8807 -1.9710  -0.1118
H: -2.3379 0.9471 0.1645  -0.0910
H: -1.6791 2.3564 -1.9635  -0.0861
H: 0.5983 -0.5250 -2.5629  -0.1111

Forces on the atoms, in the same order (eV/Å):
C 1.64 0.28 0.97
C 0.74 0.31 1.40
C -0.14 -1.53 -0.48
C 2.98 0.00 0.08
O -0.23 2.01 -0.32
O -0.02 0.49 -0.21
Si 1.23 1.20 0.91
Si -1.55 -2.77 -0.30
H -1.15 0.04 -1.13
H -0.29 -0.06 0.16
H -1.40 0.60 0.41
H -2.05 -1.59 -1.32
H -0.03 0.51 0.20
H 0.28 0.69 0.46
H -0.17 -0.52 -0.23
H -0.07 0.47 -1.02
H -0.37 -0.80 0.79
H 0.59 0.66 -0.37

---

# 3
The following is a quantum chemistry calculation of a 3-piece molecular cluster, C4H10O3 overall, from the Open Molecules 2025 dataset.

## Properties
structure (SMILES): C=COC.C=O.O
molecular weight: 106.1 g mol⁻¹
energy: -10450.1083 eV
E_LUMO: 0.945 eV
charge: 0
frontier orbital gap: 0.3790 Ha
energy relative to the best compared isomer or geometry (same formula, charge and spin): 72.3 kcal per mole

Last column: Mulliken charge in e.
Atoms and positions in Å:
C: -2.1250 0.7671 -0.5723  0.0404
O: -0.5495 0.7140 -1.8271  -0.6716
O: -1.6999 1.7215 0.0990  -0.5757
H: -0.5161 1.6909 -1.5179  0.3570
H: 0.1337 0.2726 -1.2868  0.4423
H: -2.8388 0.9323 -1.3923  0.2570
H: -1.9920 -0.2832 -0.2724  0.1928
C: 1.2915 0.9870 1.0955  -0.7842
C: 0.8582 -1.3018 0.6872  0.1675
C: 0.5724 -2.3355 -0.0877  -0.7684
O: 1.2402 -0.0950 0.1714  -0.4242
H: 0.8324 -1.3580 1.7704  0.2828
H: 1.8494 0.7073 1.9932  0.3793
H: 0.2819 1.3094 1.3653  0.3512
H: 1.8148 1.7976 0.5911  0.2434
H: 0.5634 -2.2505 -1.1620  0.2561
H: 0.2834 -3.2757 0.3457  0.2544

Forces on the atoms, in the same order (eV/Å):
C -0.03 1.32 1.23
O 0.73 1.94 -0.38
O -1.01 -1.11 -0.20
H 0.20 -2.30 -0.84
H 0.02 0.23 0.01
H 0.04 -0.07 -0.01
H 0.00 0.06 0.12
C -0.07 0.21 0.25
C 0.10 0.04 -0.01
C -0.20 0.18 0.01
O 0.00 -0.36 -0.05
H 0.02 0.05 0.03
H 0.02 -0.05 -0.08
H 0.10 -0.01 -0.06
H -0.04 -0.03 0.04
H 0.12 0.01 -0.17
H 0.01 -0.11 0.13

---

# 4
The following is a quantum chemistry calculation of a 2-piece molecular cluster, C4H10O3 overall, from the Open Molecules 2025 dataset.

## Properties
structure (SMILES): C1COCCO1.O
molecular weight: 106.1 g mol⁻¹
energy: -10450.9639 eV
E_LUMO: 0.902 eV
charge: 0
frontier orbital gap: 0.3893 Ha
energy relative to the best compared isomer or geometry (same formula, charge and spin): 52.6 kcal per mole

Last column: Mulliken charge in e.
Atoms and positions in Å:
O: 2.0819 0.8503 0.9657  -0.7086
H: 1.2996 0.2734 1.1184  0.3798
H: 1.7049 1.7495 0.8326  0.2699
O: -1.3422 0.4474 -0.9461  -0.3914
O: 0.6196 -0.8757 0.5086  -0.4344
C: 0.0199 0.3270 -1.4418  -0.3625
C: 0.6482 -0.9835 -0.8928  -0.3239
C: -1.4139 0.4997 0.4879  -0.2974
C: -0.6867 -0.6749 0.9956  -0.4909
H: -0.1315 0.3239 -2.5385  0.3083
H: 0.6004 1.2338 -1.1847  0.2411
H: 1.7126 -1.1035 -1.1721  0.2729
H: 0.1087 -1.8915 -1.2245  0.3121
H: -2.4704 0.5985 0.8035  0.3266
H: -0.8760 1.4070 0.8239  0.2431
H: -1.3305 -1.5472 0.7717  0.3445
H: -0.5445 -0.6343 2.0927  0.3105

Forces on the atoms, in the same order (eV/Å):
O 0.14 2.27 0.45
H 1.17 0.44 -0.34
H 0.64 -0.84 0.26
O 0.16 0.10 0.10
O -1.56 -1.62 -0.08
C -0.96 -0.42 -0.52
C 0.43 0.91 -0.92
C 0.92 1.70 -1.19
C -1.01 -2.12 2.03
H 0.35 -0.20 0.53
H -0.10 -0.59 0.12
H -0.57 0.26 0.07
H -0.05 0.49 0.12
H 0.61 -0.42 -0.23
H -0.29 0.04 -0.07
H 0.44 -0.06 0.07
H -0.33 0.02 -0.40

---

# 5
The following is a quantum chemistry calculation of a 3-piece molecular cluster, C4H10O3 overall, from the Open Molecules 2025 dataset.

## Properties
structure (SMILES): C=C/C=C/O.O.O
molecular weight: 106.1 g mol⁻¹
energy: -10450.7703 eV
E_LUMO: 0.424 eV
charge: 0
frontier orbital gap: 0.3391 Ha
energy relative to the best compared isomer or geometry (same formula, charge and spin): 57.0 kcal per mole

Last column: Mulliken charge in e.
Atoms and positions in Å:
C: -0.4508 -2.6885 -0.8791  -0.6038
C: -0.0627 -1.4654 -1.2330  -0.1417
C: -0.8085 -0.1916 -1.0401  -0.2501
C: -1.4755 0.1171 0.0623  -0.2145
O: -2.0812 1.3170 0.3117  -0.5178
H: 0.1399 -3.5638 -1.1146  0.2770
H: -1.4501 -2.7849 -0.4587  0.2267
H: 0.9906 -1.2041 -1.3557  0.2577
H: -0.7386 0.4880 -1.8806  0.3326
H: -1.8085 -0.7023 0.6950  0.2880
H: -1.4576 1.8341 0.8443  0.3360
H: 1.3231 2.5816 0.3398  0.3183
H: 0.8024 3.1778 1.6219  0.2947
O: 0.5312 2.5941 0.9018  -0.6148
H: 1.4419 0.3725 0.9506  0.3412
H: 2.7450 -0.0782 1.5367  0.2970
O: 2.3595 0.1965 0.6978  -0.6262

Forces on the atoms, in the same order (eV/Å):
C -0.46 0.58 -0.60
C 0.35 0.62 1.41
C 0.06 -0.38 -0.34
C -0.79 -0.72 -0.47
O 0.11 0.27 0.09
H 0.11 0.01 0.51
H 0.04 -0.42 -0.35
H -0.03 -0.64 -0.94
H 0.25 0.47 0.27
H 0.55 0.08 0.63
H -0.07 0.12 -0.26
H -0.36 -0.23 0.01
H -0.20 -0.08 0.00
O 0.49 0.28 0.10
H -0.05 0.04 -0.28
H 0.23 -0.06 -0.13
O -0.22 0.04 0.34

---

# 6
The following is a quantum chemistry calculation of a 2-piece molecular cluster, C4H10O3 overall, from the Open Molecules 2025 dataset.

## Properties
structure (SMILES): O=CCCCO.O
molecular weight: 106.1 g mol⁻¹
energy: -10450.3903 eV
E_LUMO: 0.470 eV
charge: 0
frontier orbital gap: 0.3856 Ha
energy relative to the best compared isomer or geometry (same formula, charge and spin): 65.8 kcal per mole

Last column: Mulliken charge in e.
Atoms and positions in Å:
C: -0.3867 0.4615 -0.3406  -0.1399
O: -0.7055 1.4926 0.5810  -0.5326
C: 1.0434 0.3236 -0.6672  -0.6873
C: 1.8274 -0.6283 0.4194  -0.4893
C: 3.2215 -0.8676 -0.0392  -0.1141
O: 3.7582 0.0598 -0.6246  -0.4538
H: -1.0917 0.7782 -1.1762  0.2281
H: -0.7489 -0.5284 0.0790  0.1844
H: 0.0990 1.9240 1.0412  0.2981
H: 1.5413 1.3901 -0.4031  0.1816
H: 1.1073 -0.0954 -1.6075  0.4250
H: 1.8795 -0.0060 1.2651  0.2571
H: 1.1954 -1.4140 0.6837  0.4419
H: 3.8767 -1.5247 0.4602  0.4000
H: -6.0291 -0.3549 -0.4819  0.3159
H: -4.8139 -0.5308 0.3837  0.3201
O: -5.7741 -0.4798 0.4272  -0.6353

Forces on the atoms, in the same order (eV/Å):
C -2.60 -0.03 0.34
O 1.74 1.32 1.98
C 2.18 1.94 4.26
C -1.43 1.51 -3.06
C 0.18 3.55 0.52
O 0.02 -1.06 -0.60
H 1.29 -0.98 0.31
H 0.03 0.93 -0.45
H -1.80 -1.41 -1.31
H -0.91 -2.32 -1.87
H 0.90 -0.31 -2.21
H 0.45 0.65 1.45
H -0.66 -1.83 0.27
H 0.60 -1.97 0.38
H -0.28 0.08 -0.48
H 0.01 0.01 0.15
O 0.27 -0.09 0.33

---

# 7
The following is a quantum chemistry calculation of a 3-piece molecular cluster, C4H10O3 overall, from the Open Molecules 2025 dataset.

## Properties
structure (SMILES): C=CC(=C)O.O.O
molecular weight: 106.1 g mol⁻¹
energy: -10450.9231 eV
E_LUMO: 0.599 eV
charge: 0
frontier orbital gap: 0.3320 Ha
energy relative to the best compared isomer or geometry (same formula, charge and spin): 53.5 kcal per mole

Last column: Mulliken charge in e.
Atoms and positions in Å:
C: -1.8401 -1.2493 0.9601  -0.9101
C: -1.0257 -0.5408 0.1667  0.7870
O: 0.2078 -0.9733 -0.1938  -0.5124
C: -1.2722 0.8856 -0.0879  -0.3083
C: -0.6648 1.5616 -1.0599  -0.6404
H: -1.6132 -2.2235 1.3662  0.2644
H: -2.7880 -0.8259 1.2599  0.2468
H: 0.4646 -1.7715 0.2784  0.3365
H: -2.2082 1.2161 0.3477  0.2531
H: 0.0288 1.1025 -1.7571  0.2265
H: -0.6347 2.6253 -1.2773  0.2593
H: 0.5318 -0.3562 2.6193  0.3203
H: 1.9901 -0.7561 2.5745  0.3033
O: 1.1158 -1.1116 2.5609  -0.6208
H: 2.6385 1.4490 -2.1599  0.3141
H: 2.8202 0.1078 -2.7711  0.3038
O: 2.2494 0.8602 -2.8267  -0.6231

Forces on the atoms, in the same order (eV/Å):
C -0.30 0.20 -0.05
C 0.39 -0.27 1.43
O 0.18 0.25 -0.82
C -1.00 -0.38 -1.56
C 1.19 0.28 -0.47
H 0.16 -0.15 -0.26
H 0.02 0.08 0.00
H -0.26 0.00 0.21
H 0.41 0.55 0.55
H 0.28 -0.55 0.53
H -1.11 0.07 0.43
H -0.26 0.22 -0.07
H 0.90 0.38 0.01
O -0.62 -0.71 0.10
H -0.35 -0.05 -0.29
H 0.38 -0.92 -0.12
O -0.03 0.99 0.38

---

# 8
The following is a quantum chemistry calculation of a 2-piece molecular cluster, C4H10O3 overall, from the Open Molecules 2025 dataset.

## Properties
structure (SMILES): C[C@@H](O)C=O.CO
molecular weight: 106.1 g mol⁻¹
energy: -10451.7412 eV
E_LUMO: 0.760 eV
charge: 0
frontier orbital gap: 0.3967 Ha
energy relative to the best compared isomer or geometry (same formula, charge and spin): 34.6 kcal per mole

Last column: Mulliken charge in e.
Atoms and positions in Å:
C: -0.8091 0.7390 0.4260  0.3766
C: -2.2962 1.1141 0.5380  -1.3574
O: -0.1336 0.9465 1.6367  -0.5657
H: 0.0923 0.0626 1.9852  0.3664
H: -0.3435 1.3614 -0.3507  0.1888
H: 1.7606 0.3364 -1.9642  0.2783
H: -2.3771 2.1416 0.8853  0.3474
H: -2.7906 0.4649 1.2570  0.3210
H: -2.7826 1.0221 -0.4271  0.3742
C: 2.4132 -1.0138 -0.7300  -0.6063
C: -0.7134 -0.7111 0.0143  0.1232
O: 1.3829 -0.4048 -1.4774  -0.4814
O: -0.2359 -1.5444 0.7354  -0.5358
H: -1.1737 -0.9566 -0.9543  0.3565
H: 3.1666 -1.4668 -1.3810  0.2900
H: 2.8976 -0.2974 -0.0597  0.2778
H: 1.9424 -1.7936 -0.1335  0.2464

Forces on the atoms, in the same order (eV/Å):
C -0.24 0.15 0.04
C 0.46 -0.03 0.11
O 0.12 -0.24 0.26
H -0.06 0.28 -0.17
H -0.05 -0.18 0.04
H -0.11 -0.10 0.04
H -0.02 0.03 -0.02
H -0.08 -0.05 0.06
H -0.16 0.01 -0.17
C 0.31 -0.23 0.24
C -0.22 0.47 -0.24
O -0.11 0.38 -0.43
O 0.06 -0.31 0.26
H 0.01 -0.14 -0.04
H -0.01 0.00 0.03
H 0.00 -0.07 0.02
H 0.12 0.04 -0.01

---

Q: What is the molecular weight in the first record?
A: 135.1 g mol⁻¹